{
  "formula": "C14H24N4O7PRhSTe2",
  "method": "the ωB97M-V functional and the def2-TZVPD basis",
  "charge": -2,
  "orbital_gap_ev": 4.9418,
  "energy_ha": -2679.95970,
  "e_homo_ev": -0.742,
  "elements": ["Rh", "O", "C", "O", "C", "C", "N", "N", "C", "C", "O", "O", "H", "H", "H", "Te", "C", "H", "H", "H", "S", "C", "N", "C", "C", "C", "N", "H", "H", "H", "H", "H", "H", "H", "H", "C", "C", "O", "P", "O", "Te", "O", "C", "C", "H", "H", "H", "H", "H", "H", "H", "H", "H", "H"],
  "coordinates": [[0.351, -1.224, 0.439], [5.033, -0.795, -3.096], [5.186, -1.728, -2.183], [6.209, -2.375, -2.084], [4.045, -1.947, -1.260], [4.060, -2.868, -0.230], [2.867, -2.805, 0.376], [2.081, -1.895, -0.195], [2.754, -1.366, -1.207], [2.014, -0.323, -2.024], [2.655, 0.230, -2.953], [0.830, -0.129, -1.684], [4.109, -0.356, -3.032], [4.825, -3.563, 0.068], [2.475, -3.318, 1.153], [-0.628, -3.766, 0.412], [-1.312, -3.809, 2.458], [-1.140, -2.827, 2.895], [-0.763, -4.563, 3.020], [-2.378, -4.023, 2.476], [1.253, -0.962, 2.688], [1.209, 0.463, 1.730], [0.245, 1.441, 2.039], [0.049, 2.496, 1.055], [1.384, 3.150, 0.748], [2.317, 2.070, 0.230], [2.411, 1.017, 1.232], [-0.627, 0.978, 2.253], [-0.663, 3.211, 1.472], [-0.388, 2.103, 0.128], [1.796, 3.597, 1.658], [1.260, 3.933, -0.005], [3.323, 2.455, 0.052], [1.921, 1.703, -0.724], [3.065, 0.285, 0.997], [-2.076, -1.222, -2.795], [-2.445, 0.002, -1.993], [-3.417, -0.347, -0.981], [-3.019, -0.179, 0.567], [-1.556, -0.387, 0.779], [-4.648, -1.302, 1.860], [-3.158, 1.431, 0.791], [-4.390, 2.100, 0.582], [-4.245, 3.516, 1.099], [-1.431, -0.936, -3.629], [-2.977, -1.704, -3.180], [-1.540, -1.936, -2.170], [-2.925, 0.758, -2.621], [-1.559, 0.442, -1.532], [-5.189, 1.567, 1.106], [-4.627, 2.094, -0.488], [-3.979, 3.499, 2.157], [-5.184, 4.062, 0.985], [-3.462, 4.051, 0.559]]
}

{
  "formula": "C12H5Cl6MnN2O8",
  "method": "the ωB97M-V functional and the def2-TZVPD basis",
  "s_squared": 6.09,
  "orbital_gap_ev": [7.9510, 8.7359],
  "energy_ha": -5083.73660,
  "spin_multiplicity": 5,
  "e_homo_ev": [-9.959, -9.942],
  "elements": ["Mn", "C", "C", "N", "C", "C", "N", "C", "O", "O", "C", "O", "O", "H", "H", "H", "H", "H", "Cl", "C", "C", "C", "Cl", "C", "Cl", "C", "Cl", "C", "Cl", "O", "Cl", "O", "O", "O"],
  "coordinates": [[-0.585, -0.647, -1.220], [1.560, 1.136, 1.450], [0.261, 1.583, 0.889], [-0.483, 0.980, -0.033], [-1.609, 1.753, -0.225], [-1.547, 2.839, 0.583], [-0.365, 2.707, 1.270], [-2.425, 4.013, 0.839], [-3.543, 4.073, 0.154], [-2.072, 4.833, 1.650], [-2.625, 1.272, -1.196], [-3.642, 1.920, -1.397], [-2.298, 0.149, -1.734], [2.301, 1.028, 0.659], [1.447, 0.171, 1.945], [1.924, 1.861, 2.175], [-0.055, 3.383, 1.955], [-3.656, 3.292, -0.464], [2.946, -0.774, -1.356], [2.122, -1.717, -0.166], [0.744, -1.648, -0.094], [0.099, -2.381, 0.881], [-1.640, -2.255, 0.910], [0.777, -3.174, 1.796], [-0.076, -4.054, 2.995], [2.169, -3.231, 1.712], [3.048, -4.197, 2.824], [2.846, -2.504, 0.729], [4.558, -2.569, 0.639], [1.153, -2.330, -3.953], [-0.014, -1.578, -3.707], [-0.909, -1.549, -4.791], [-0.720, -2.158, -2.489], [0.311, -0.224, -3.229]]
}

{
  "formula": "CH5ClN2",
  "method": "the ωB97M-V functional and the def2-TZVPD basis",
  "orbital_gap_ev": 9.6054,
  "energy_ha": -610.71496,
  "e_homo_ev": -8.780,
  "elements": ["C", "N", "N", "Cl", "H", "H", "H", "H", "H"],
  "coordinates": [[1.102, -0.039, -0.909], [-1.256, -1.137, 1.113], [0.313, 1.060, -1.047], [2.792, 0.188, -0.949], [-0.287, -1.270, 1.059], [-1.233, -1.345, 2.108], [-1.443, -0.220, 0.821], [0.654, 1.953, -1.438], [-0.644, 0.809, -0.759]]
}